29
Properties=species:S:1:pos:R:3:forces:R:3:lowdin_charge:R:1 method="wB97M-V/def2-TZVPD" smiles="C=CCNC(=S)Nc1ccc(OC(F)F)c(Cl)c1" spin_multiplicity=1 lumo_ev=0.583
C 3.0110 2.1655 0.8423 -0.04 0.08 0.09 0.010
C 3.6260 1.8788 -0.2888 -0.02 -0.15 -0.18 -0.154
C 3.4399 0.6189 -1.0852 0.25 0.10 -0.07 -0.229
N 2.2557 -0.1209 -0.7305 -0.48 0.00 0.09 -0.009
C 2.2714 -1.2453 0.0014 0.03 -0.21 -0.14 -0.861
S 3.6590 -2.0224 0.4499 0.53 -0.32 0.25 0.644
N 1.0793 -1.8274 0.3424 0.14 -0.26 0.06 0.039
C -0.2257 -1.3625 0.2480 -0.64 0.29 -0.15 -0.235
C -0.5751 -0.0183 0.3667 0.05 -0.21 0.02 -0.013
C -1.8980 0.3806 0.2780 -0.14 0.01 -0.05 0.008
C -2.9011 -0.5524 0.0840 -0.17 -0.08 -0.02 -0.242
O -4.2613 -0.2617 -0.0254 0.77 -0.69 0.05 0.043
C -4.6921 1.0008 0.0198 -1.10 0.97 -0.08 -0.460
F -4.1513 1.7837 -0.9487 0.16 -0.09 -0.27 0.089
F -4.3910 1.6292 1.1842 0.11 -0.13 0.30 0.090
C -2.5624 -1.9052 -0.0006 -0.06 0.41 0.08 -0.583
Cl -3.8076 -3.0712 -0.2112 -0.07 -0.20 -0.03 0.747
C -1.2448 -2.3049 0.0807 0.11 0.24 -0.01 -0.031
H 3.2018 3.0803 1.3748 0.10 0.20 0.06 0.053
H 2.3059 1.4904 1.2993 -0.14 -0.18 0.02 0.046
H 4.3499 2.5616 -0.7111 0.11 0.15 0.02 0.097
H 4.2985 -0.0417 -0.9134 -0.15 0.11 -0.16 0.066
H 3.4018 0.8600 -2.1527 0.01 -0.06 0.08 0.124
H 1.3693 0.2537 -1.0324 0.04 -0.05 0.02 0.129
H 1.1884 -2.7801 0.6654 0.15 0.25 0.01 0.117
H 0.1704 0.7317 0.5763 0.09 0.05 0.02 0.101
H -2.1269 1.4293 0.3763 -0.06 0.01 0.00 0.119
H -5.7861 1.0040 -0.1022 0.41 -0.11 0.04 0.178
H -1.0052 -3.3543 0.0128 0.01 -0.13 -0.05 0.118

***

40
Properties=species:S:1:pos:R:3:forces:R:3:lowdin_charge:R:1 method="wB97M-V/def2-TZVPD" smiles="O=C(O)C[C@H](C(=O)[O-])N(CCOCC(F)(F)C(F)(F)C(F)(F)C(F)F)S(=O)(=O)F" spin_multiplicity=1 lumo_ev=2.364 total_charge=-1
O 1.8537 -1.3646 3.6987 -2.53 3.44 2.68 0.024
C 1.2650 -0.5177 4.4308 2.30 -2.30 -1.56 -0.373
O 1.9420 -0.1784 5.6433 -2.31 -0.50 -1.44 0.040
C -0.1648 0.1335 4.0046 1.81 -0.39 1.21 -0.057
C 0.0921 0.8788 2.6111 1.56 0.61 0.42 -0.223
C 0.9337 2.2647 2.7642 0.79 6.08 -1.30 -0.520
O 2.0243 2.3511 3.4193 -2.89 -2.07 -1.02 -0.066
O 0.4541 3.4007 2.1005 1.09 -5.80 2.26 -0.195
N -1.1383 1.2160 1.8228 -1.47 -2.35 1.71 -0.190
C -1.3681 0.3032 0.6658 -0.53 -0.82 -2.08 -0.158
C -0.8715 1.1351 -0.6448 -0.17 0.24 2.42 -0.157
O -0.9947 0.3729 -1.8738 1.74 1.66 0.14 -0.147
C -0.2560 1.1277 -2.8676 -0.53 0.22 -1.25 -0.099
C 0.8627 0.2681 -3.6324 0.47 1.87 -0.43 -0.240
F 2.0851 0.1313 -2.8905 -2.89 -0.21 -1.62 0.058
F 1.2246 1.0534 -4.7958 -0.73 -1.59 2.39 0.027
C 0.2966 -1.1217 -4.1999 -0.42 0.00 -1.76 -0.178
F -1.1000 -1.0299 -4.5396 3.36 0.25 0.96 0.068
F 0.9634 -1.3494 -5.4588 -1.42 -0.01 2.98 0.059
C 0.4766 -2.3876 -3.2283 -1.10 -1.35 0.63 -0.218
F 0.5989 -2.0745 -1.8519 -0.17 -0.30 -3.03 0.078
F -0.7347 -3.1637 -3.3544 2.85 1.52 0.42 0.052
C 1.7008 -3.3615 -3.6093 0.25 -0.62 0.13 -0.151
F 1.2803 -4.1205 -4.7453 1.41 1.79 2.04 0.019
F 2.9160 -2.6397 -3.8230 -2.81 -1.41 -0.10 0.026
S -2.5376 1.4327 2.7922 -2.89 7.53 -1.17 0.804
O -2.2869 2.4556 3.8838 0.19 -4.80 -2.13 -0.287
O -3.5875 2.0528 1.8788 2.75 -3.48 1.96 -0.341
F -3.2180 0.0000 3.3612 1.32 1.52 -0.59 -0.240
H 1.3087 0.1592 6.3159 0.47 0.05 -0.89 0.108
H -0.8879 -0.7521 3.9488 0.99 1.29 -0.14 0.124
H -0.4523 0.8205 4.8720 0.10 -0.68 -1.57 0.123
H 0.7696 0.1870 1.9810 -1.30 1.00 0.92 0.159
H -2.4768 0.0160 0.5125 1.69 0.74 0.44 0.133
H -0.7965 -0.6971 0.7663 -0.74 1.70 -0.07 0.139
H 0.2147 1.4471 -0.3952 -1.62 -0.46 -0.69 0.147
H -1.5227 2.0810 -0.6771 0.98 -1.30 -0.04 0.152
H -1.0094 1.4694 -3.6792 1.33 -0.71 1.10 0.157
H 0.2174 2.0895 -2.4665 -0.40 -1.58 -0.42 0.154
H 1.9233 -4.0887 -2.7398 -0.55 1.18 -1.50 0.188

***

27
Properties=species:S:1:pos:R:3:forces:R:3:lowdin_charge:R:1 method="wB97M-V/def2-TZVPD" spin_multiplicity=1 lumo_ev=6.141 total_charge=-2
Pd -0.2922 0.6845 -0.0886 0.34 0.49 0.27 0.628
N 2.5664 1.2195 0.6125 0.00 0.01 -0.08 -0.033
C 1.4486 1.9422 0.1948 -0.42 -0.52 0.03 -0.315
C 1.6623 3.2932 0.0884 0.20 -0.16 -0.04 -0.226
C 0.7607 4.4018 -0.0700 -0.36 -0.02 0.04 -0.186
C -0.5906 4.5030 -0.1399 0.25 0.18 -0.01 -0.134
C -1.5870 3.4524 -0.2252 -0.48 0.08 0.20 -0.222
C -2.8454 3.6081 0.3039 0.43 0.03 -0.15 -0.106
C -3.7979 2.5636 0.2521 -0.27 -0.13 0.00 -0.168
C -3.4317 1.3808 -0.3499 -0.10 0.15 0.01 -0.243
N -2.2564 1.1902 -0.9579 0.03 -0.04 0.17 -0.018
C -1.3021 2.1864 -0.8777 0.35 -0.51 -0.54 -0.524
H 2.5919 0.2579 0.3210 -0.02 0.00 0.05 0.009
H 3.4622 1.6993 0.5690 0.06 -0.01 -0.05 0.042
H 2.7103 3.6192 0.2126 -0.02 0.00 0.04 0.049
H 1.2716 5.3660 -0.0580 0.00 0.01 0.06 0.065
H -1.0073 5.5094 -0.0970 0.06 0.02 -0.04 0.072
H -3.0860 4.5368 0.8168 0.01 0.03 0.00 0.084
H -4.7846 2.6819 0.6870 0.01 -0.04 -0.01 0.053
H -4.1295 0.5447 -0.3772 0.04 -0.04 0.00 0.079
F -0.7040 2.3695 -2.1792 -0.22 0.43 -0.05 -0.101
C 1.3565 -2.1014 -0.0916 -0.08 0.05 -0.09 -0.199
C 0.0420 -1.4043 0.4328 0.35 -0.17 0.08 -0.500
O -0.6817 -2.1954 1.0418 -0.10 0.08 0.04 -0.188
H 1.2063 -3.1851 -0.1977 -0.02 0.00 0.02 0.026
H 2.1416 -1.9345 0.6569 -0.01 0.05 0.00 0.030
H 1.6849 -1.6659 -1.0407 0.01 0.03 0.03 0.026

***

25
Properties=species:S:1:pos:R:3:forces:R:3:lowdin_charge:R:1 method="wB97M-V/def2-TZVPD" smiles=C[C@@H](F)c1ccc2c[nH+]ccc2c1S spin_multiplicity=1 lumo_ev=-5.349 total_charge=+1
C 3.8643 -0.4578 0.7642 -0.33 -0.13 0.73 -0.070
C 3.0846 0.9921 0.4685 -0.06 -1.37 -0.17 -0.230
F 3.8381 1.7077 -0.6284 -2.22 -1.61 2.69 -0.106
C 1.5542 0.5418 -0.0336 -2.26 -0.02 -0.65 -0.066
C 1.5149 -0.2731 -1.4832 -4.88 0.08 1.48 0.044
C 0.0652 -0.7996 -2.0408 1.86 2.15 3.60 0.001
C -1.2706 -0.4926 -1.1372 -1.10 -0.56 -0.34 -0.069
C -2.7194 -1.0776 -1.6932 0.96 2.23 3.48 0.087
N -3.9689 -0.8195 -0.8794 3.33 0.84 0.53 0.005
C -4.0401 -0.0787 0.4450 4.45 1.11 0.52 0.013
C -2.6756 0.5420 1.1101 -0.58 -2.58 -4.09 0.040
C -1.2672 0.3229 0.2905 0.38 -0.30 -0.18 -0.077
C 0.1992 0.8671 0.8751 -0.18 -2.25 -3.47 -0.385
S 0.3382 1.8105 2.5159 -0.25 -0.79 -1.34 0.708
H 4.4381 -0.4093 1.8097 -1.16 0.01 -2.50 0.101
H 3.0510 -1.3208 0.8701 1.75 1.93 -0.25 0.095
H 4.6021 -0.7599 -0.0972 -1.48 0.88 1.68 0.098
H 3.0379 1.6455 1.4666 0.18 -1.18 -2.66 0.139
H 2.5060 -0.4911 -2.0838 -2.27 0.62 1.47 0.128
H -0.0053 -1.4041 -3.0431 0.06 1.38 2.24 0.109
H -2.7467 -1.6904 -2.7141 -0.38 1.50 2.60 0.156
H -4.8753 -1.1878 -1.2614 1.33 0.51 0.54 0.153
H -5.0600 0.0842 1.0430 2.36 -0.71 -1.97 0.145
H -2.6357 1.1025 2.1465 -0.48 -1.34 -2.51 0.094
H -0.8289 1.6460 3.2903 0.95 -0.40 -1.42 -0.114

***

30
Properties=species:S:1:pos:R:3:forces:R:3:lowdin_charge:R:1 method="wB97M-V/def2-TZVPD" relative_energy_ev=1.267 spin_multiplicity=5 lumo_ev="0.197 / -2.482"
O 4.1048 3.6655 1.2835 -1.75 -0.65 -0.94 0.116
C 3.2145 3.0285 0.8854 4.14 2.78 1.57 -0.168
Fe 2.1757 1.6818 0.6775 -1.31 -2.29 -1.18 0.137
C 3.3965 0.3837 0.5935 3.04 -1.89 1.34 -0.104
O 4.1952 -0.4348 0.7995 -1.97 1.72 -0.92 0.154
C 2.0388 1.3827 2.4093 0.99 -0.48 3.94 -0.121
O 2.2513 1.2437 3.5436 -0.83 0.26 -2.31 0.147
C -0.3275 -0.2761 -0.2166 1.49 3.05 2.79 -0.089
C -1.0992 0.4911 0.6167 -1.05 -0.90 -0.44 -0.071
C -0.7693 1.7766 1.0664 -0.06 1.08 0.53 -0.074
C 0.3144 2.5972 0.6619 -1.22 1.37 0.69 -0.214
C 0.8508 2.6077 -0.6734 -0.53 0.08 -0.93 -0.159
C 1.2511 1.4068 -1.2342 -0.02 0.81 -0.31 -0.138
C 0.9560 0.1376 -0.6310 0.72 -1.97 -2.20 -0.141
H -0.5897 -1.5337 -0.3691 -0.24 0.25 -0.27 0.025
H -2.0384 0.0780 0.9910 0.22 -0.03 -0.02 0.111
H -1.4486 2.2271 1.8072 0.51 -0.41 -0.16 0.121
H 0.4441 3.5239 1.2506 -0.56 -0.35 -0.65 0.126
H 1.0392 3.5650 -1.1666 0.22 -0.39 0.23 0.131
H 1.8151 1.4194 -2.1775 -0.03 -0.10 0.46 0.135
H 1.6616 -0.6645 -0.9097 -0.63 0.32 -0.25 0.117
C -3.2333 -3.7070 -1.6224 -0.13 -0.17 -0.15 -0.154
S -2.1836 -3.1701 -0.2949 -0.48 0.27 0.31 0.551
N -1.3855 -1.9358 -1.1040 -1.60 -2.20 -0.99 -0.094
O -3.0179 -2.6347 0.7693 0.61 -0.42 -0.75 -0.334
O -1.2099 -4.1858 -0.0061 -0.22 0.32 0.02 -0.308
H -3.7301 -4.6267 -1.2997 0.08 0.18 0.01 0.075
H -3.9769 -2.9321 -1.8327 0.16 -0.15 0.09 0.069
H -2.6106 -3.8996 -2.5002 -0.11 0.00 0.22 0.070
H -2.0887 -1.2156 -1.3175 0.55 -0.10 0.26 0.084

***

31
Properties=species:S:1:pos:R:3:forces:R:3:lowdin_charge:R:1 method="wB97M-V/def2-TZVPD" relative_energy_ev=3.894 spin_multiplicity=5 lumo_ev="-13.482 / -13.387" total_charge=+3
Ho 0.0874 0.3536 -0.2594 5.29 1.93 0.39 1.121
C 1.5469 -0.9811 0.9666 5.53 -3.83 3.72 -0.012
O 2.4382 -1.5262 1.4657 -4.10 2.46 -2.17 0.257
C -1.2598 -1.3779 0.9357 -3.31 -3.94 2.77 0.008
O -1.9236 -2.1526 1.4706 2.79 3.24 -2.23 0.261
C 0.1157 -1.3029 -1.6621 0.68 -7.35 -7.91 -0.023
O 0.2560 -2.0079 -2.5754 -0.97 3.48 4.58 0.276
C -0.1982 1.3043 1.6623 -0.93 5.22 8.39 -0.015
O -0.2888 2.0041 2.5709 0.34 -2.98 -3.77 0.297
C -1.3240 1.5392 -1.3458 -5.27 0.75 -1.13 -0.130
H -1.0659 2.5094 -0.8782 -0.03 -0.40 -0.15 0.124
H -0.9048 1.3534 -2.3573 -0.11 -0.01 0.38 0.139
C -2.1878 0.6447 -0.7430 -1.69 2.52 -2.23 -0.092
H -2.5482 -0.2521 -1.2768 0.25 0.30 0.25 0.125
H -2.7086 0.8988 0.1975 0.32 -0.12 -0.36 0.127
C 3.5523 4.0505 -1.4199 -0.19 0.18 0.05 0.058
N 3.3677 2.5896 -1.5663 -0.36 -0.45 0.19 -0.001
C 4.3292 1.8053 -2.1536 -1.22 -0.34 0.53 0.084
C 4.1668 0.4515 -2.2196 1.40 0.41 -0.63 0.049
C 3.0665 -0.1912 -1.6792 1.01 -0.02 -0.36 -0.347
N 2.1283 0.6087 -1.1842 -2.13 0.64 1.26 0.013
C 2.2230 2.0056 -1.0528 1.60 0.66 -0.69 -0.421
O 1.3319 2.7057 -0.4937 0.13 -2.66 -0.37 0.003
N 3.0024 -1.5356 -1.6687 0.14 1.73 -0.24 0.229
H 4.5029 4.3361 -1.8469 0.18 -0.09 -0.13 0.112
H 3.5449 4.3211 -0.3695 -0.05 -0.05 0.12 0.118
H 2.7575 4.5801 -1.9364 -0.08 -0.04 -0.03 0.118
H 5.2051 2.3104 -2.5321 0.06 0.04 -0.04 0.167
H 4.9460 -0.1332 -2.6495 0.53 -0.25 -0.31 0.140
H 3.7454 -2.0309 -2.0948 0.83 -0.54 -0.43 0.145
H 2.3564 -2.0985 -1.1907 -0.68 -0.50 0.56 0.071

***

25
Properties=species:S:1:pos:R:3:forces:R:3:lowdin_charge:R:1 method="wB97M-V/def2-TZVPD" relative_energy_ev=3.502 spin_multiplicity=1 lumo_ev=-0.199
C 0.4300 1.7393 -3.2206 -0.51 -3.48 -0.98 -0.081
C 0.4541 0.2902 -3.4517 0.29 2.51 0.09 -0.028
C 0.2961 2.1900 -1.9654 -0.45 1.52 1.66 -0.094
C 0.5263 -0.5141 -2.3386 0.28 0.76 -0.68 -0.110
C 0.0501 1.3227 -0.8732 0.21 0.67 -0.31 -0.016
C -2.0077 0.3533 2.5624 2.83 -1.96 0.49 -0.095
C -1.6133 0.2395 1.3039 0.10 -0.89 0.45 -0.113
C 0.2521 -0.0269 -1.0609 -0.62 0.52 -0.22 -0.310
C -0.2173 -0.8173 2.5674 1.39 -1.04 -0.02 -0.402
C 1.0234 -1.5663 2.9146 -1.55 -1.27 3.35 -0.037
C 0.1077 -0.9535 0.0523 4.83 -2.34 3.35 -0.600
N -1.1182 -0.3424 3.3711 0.34 0.54 0.31 0.121
N -0.4973 -0.5558 1.2683 -0.61 1.09 -1.17 -0.114
I -0.3194 -3.0486 -0.3637 -0.29 0.32 -0.10 0.832
H 0.3726 2.4864 -3.9709 0.31 0.11 -1.04 0.090
H 0.4528 -0.0938 -4.4759 0.36 0.00 0.49 0.106
H 0.3210 3.3021 -1.9315 -0.33 -0.93 0.83 0.120
H 0.9217 -1.4858 -2.4200 -0.29 -1.35 -0.31 0.051
H -0.3418 1.6487 0.0882 0.58 0.41 -0.32 0.105
H -2.7264 0.8933 2.9976 -2.85 1.77 1.25 0.065
H -2.1179 0.3720 0.4465 -1.63 1.03 -2.80 0.095
H 0.6806 -2.6031 3.2707 0.71 1.20 -0.70 0.114
H 1.7677 -1.6769 2.1627 0.46 -0.02 -0.46 0.004
H 1.4491 -1.1049 3.8357 -0.09 -0.23 -0.76 0.096
H 1.6152 -1.2690 0.7139 -3.48 1.06 -2.39 0.202

***

30
Properties=species:S:1:pos:R:3:forces:R:3:lowdin_charge:R:1 method="wB97M-V/def2-TZVPD" spin_multiplicity=1 lumo_ev="-1.874 / -2.030"
Ir 0.7140 2.4562 0.1782 1.98 -0.17 -0.46 0.554
S 4.6330 4.4338 -0.8332 -0.50 -0.41 0.14 0.569
C 3.2838 3.5761 -0.4805 1.48 0.92 -0.50 -1.895
S 2.7729 3.1984 1.1280 -1.74 -0.87 -0.68 0.478
S 2.1409 3.0470 -1.6634 -1.26 -0.67 1.53 0.477
C -2.8706 3.0201 -1.1116 0.15 0.06 -0.09 -0.003
C -2.3109 3.0517 0.2734 -0.22 0.03 -0.09 -0.515
C -3.1501 2.5123 1.3822 0.12 0.14 0.17 -0.018
O -1.1828 3.5006 0.4900 -0.36 -0.36 0.10 -0.153
H -3.9142 3.3312 -1.1186 -0.01 -0.03 0.01 0.093
H -2.8244 1.9895 -1.4745 -0.03 -0.03 0.06 0.098
H -2.2765 3.6452 -1.7751 0.00 -0.01 0.02 0.097
H -4.1746 2.8771 1.3168 0.00 -0.02 -0.03 0.094
H -2.7100 2.7603 2.3455 -0.01 -0.01 -0.02 0.097
H -3.1714 1.4230 1.2822 -0.01 -0.01 -0.07 0.081
O 2.2218 -5.7800 0.5140 0.04 -0.20 0.01 0.126
C 1.6587 -5.0798 -0.4888 0.08 0.07 -0.11 -0.479
O 1.5251 -5.5880 -1.5655 -0.04 -0.02 0.02 0.126
C 1.2331 -3.6714 -0.2031 -0.10 0.15 0.04 -0.125
C 0.8146 -2.9080 -1.2912 0.05 -0.07 -0.03 -0.001
C 0.3643 -1.6149 -1.1142 0.01 0.09 0.11 -0.085
C 0.3070 -1.0682 0.1673 0.43 -0.03 -0.13 -0.633
S -0.4760 0.4796 0.4428 -0.02 1.42 0.03 0.599
C 0.7470 -1.8143 1.2569 -0.02 0.08 -0.02 -0.099
C 1.2049 -3.1065 1.0700 0.04 -0.12 -0.07 -0.020
H 2.3234 -5.2529 1.3109 -0.01 0.12 0.04 0.087
H 0.8403 -3.3559 -2.2749 0.02 -0.01 0.00 0.125
H 0.0447 -1.0181 -1.9579 -0.03 -0.04 -0.02 0.108
H 0.7180 -1.3803 2.2472 -0.02 -0.01 0.00 0.106
H 1.5141 -3.6635 1.9471 -0.01 0.01 0.01 0.111